Record 1
The following is a DFT calculation (the ωB97M-V functional and the def2-TZVPD basis) of C30H37O8OsS as an isolated structure in a non-equilibrium geometry.

ORCA input file:
```
! wB97M-V def2-TZVPD RIJCOSX def2/J DEFGRID3
* xyz -1 5
C -1.13810 -1.14660 -4.95212
C -0.95256 0.09732 -4.07882
C -0.25566 -2.25610 -4.33158
C 0.76500 -1.52734 -3.41630
H 0.23737 -2.78664 -5.15630
H -0.89084 -2.97147 -3.78993
C 0.50694 0.04201 -3.67269
H -1.58600 0.02443 -3.18847
H -1.23236 0.97192 -4.66750
C 0.95476 0.93013 -2.53696
H 1.06958 0.28457 -4.57847
H 1.78666 -1.76630 -3.78346
C 0.67062 -1.93295 -2.00287
C -2.60127 -1.56093 -5.11619
C -0.76818 -0.89192 -6.41508
O -0.28477 -1.70531 -7.18940
O -3.36578 -1.61322 -4.18837
O -2.94928 -1.81022 -6.39496
O -1.05562 0.34193 -6.82595
C -0.91780 0.54443 -8.23060
H -1.31974 1.54238 -8.40673
H -1.46871 -0.20870 -8.78152
H 0.13767 0.48237 -8.50065
C -4.32968 -2.11832 -6.60729
H -4.61902 -3.00128 -6.02469
H -4.43144 -2.31950 -7.67247
H -4.95254 -1.26588 -6.31902
O 0.58656 0.47742 -1.27001
H 0.49809 1.95359 -2.64067
H 2.03912 0.95593 -2.61988
C 1.92819 -2.17200 -1.29709
C -0.59792 -2.30814 -1.40596
H -0.73920 -3.40508 -1.55894
H -1.47760 -1.78333 -1.85013
H -0.60981 -2.14837 -0.30781
H 1.85214 -1.96072 -0.20535
H 2.77758 -1.58931 -1.71964
H 2.15482 -3.26777 -1.43242
Os 0.54837 0.97486 0.50698
C 2.44332 1.33194 1.70482
C 2.70564 1.24450 0.29964
C 2.00215 2.30032 -0.34353
H 3.33467 0.50042 -0.16812
C 1.24506 2.98990 0.62505
C 1.50212 2.35894 1.89221
H 1.13046 2.69480 2.88003
H 2.89222 0.73418 2.48681
H 2.05522 2.57065 -1.38643
H 0.63076 3.86901 0.43750
C -1.71131 -0.04087 1.52624
C -1.19826 1.16337 2.06054
C -1.13411 2.14073 1.05503
H -1.00838 1.35310 3.14423
C -1.45650 1.49651 -0.20518
C -1.91338 0.18603 0.14423
H -2.39767 -0.51012 -0.54608
H -1.88938 -0.96459 2.06463
H -1.11101 3.20747 1.20408
H -1.54099 2.00423 -1.15533
C 0.82105 0.96481 11.19059
C 0.96157 0.73024 9.71178
C 0.21894 1.48254 8.80197
C 0.33125 1.26204 7.42734
C 1.18949 0.28435 6.96222
C 1.97093 -0.46258 7.84009
C 1.84973 -0.24096 9.22218
S 1.26872 -0.06783 5.14665
O 0.58972 1.09046 4.54954
O 2.69158 -0.23573 4.82940
O 0.80843 -0.69927 1.20825
H 1.21471 1.94718 11.47913
H -0.23514 0.94112 11.49342
H 1.36018 0.20564 11.76465
H -0.45964 2.24618 9.16584
H -0.24890 1.85620 6.72920
H 2.66810 -1.21007 7.47044
H 2.44900 -0.83074 9.91625
*
```

Properties
* E_LUMO (spin up / spin down): 2.03 / 2.00 eV
* maximum force: 6.85 eV/A
* gap between HOMO and LUMO (spin up / spin down): 5.1 / 5.5 eV
* relative energy (zero: lowest compared OMol25 entry of this formula, charge and spin): 16.3 kcal/mol



Record 2
The following is a DFT calculation (the ωB97M-V functional and the def2-TZVPD basis) of C30H38AsN4O6S2Se2TeV as an isolated structure in a non-equilibrium geometry.

ORCA input file:
```
! wB97M-V def2-TZVPD RIJCOSX def2/J DEFGRID3
* xyz 0 3
V -0.63485 -1.87942 1.31268
O -3.01661 -5.69912 1.46362
As -1.52947 -4.89755 0.97521
O -0.20388 -5.79610 1.16157
O -1.60801 -3.45738 1.83948
C -1.90161 -4.71070 -0.92992
C -2.14776 -5.96159 -1.49107
C -2.38368 -6.11161 -2.84963
C -2.37029 -5.00104 -3.67811
C -2.11781 -3.74983 -3.13789
C -1.88753 -3.60728 -1.77546
S -1.50416 -1.96100 -1.23155
O -1.63731 -1.09395 -2.36221
O -2.31676 -1.62981 -0.05706
O -0.11575 -2.03933 -0.67051
H -3.42431 -5.18432 2.16974
H -2.15223 -6.83584 -0.85209
H -2.57442 -7.09644 -3.25477
H -2.55368 -5.10234 -4.73933
H -2.10488 -2.86955 -3.76439
C 3.29496 -2.79506 -0.04555
N 3.51981 -1.84203 1.03071
C 4.51229 -0.89252 1.07047
C 4.32582 -0.17123 2.19771
N 3.22738 -0.69797 2.83478
C 2.61859 -0.18486 4.04862
C 2.72937 -1.71473 2.11066
Se 1.29944 -2.85017 2.54840
H 3.87472 -2.47496 -0.90828
H 2.23610 -2.80945 -0.29737
H 3.60113 -3.79452 0.25833
H 5.25167 -0.80670 0.29520
H 4.87030 0.66408 2.60010
H 3.24801 0.61178 4.43782
H 2.52781 -0.98232 4.78062
H 1.62839 0.20885 3.83113
C 3.96379 1.62283 -1.40147
C 3.06159 2.11211 -2.52634
C 2.35339 0.98608 -3.27315
C 1.37093 0.17676 -2.43068
N 0.27623 0.99800 -1.93431
C -0.03192 1.23943 -0.64083
Se 0.85135 0.55724 0.84469
N -1.11231 2.04911 -0.60899
C -1.65354 2.68888 0.59080
C -0.75093 3.80624 1.10687
C -0.47756 4.92822 0.10853
C -1.68384 5.82232 -0.15540
C -1.54323 2.28552 -1.90557
C -2.63289 2.98450 -2.40962
C -2.80892 2.97517 -3.78104
C -1.93797 2.28030 -4.62359
C -0.85592 1.58087 -4.12342
C -0.66395 1.60878 -2.74883
H 4.59882 2.42835 -1.02914
H 4.61937 0.82219 -1.75962
H 3.38542 1.23898 -0.56015
H 3.65051 2.68275 -3.24777
H 2.31541 2.80763 -2.12774
H 3.09679 0.28605 -3.66773
H 1.83575 1.40352 -4.13771
H 1.85157 -0.25346 -1.55305
H 0.93517 -0.64357 -3.00488
H -1.79426 1.91979 1.34883
H -2.63863 3.06761 0.32040
H 0.18683 3.35821 1.43845
H -1.23240 4.21740 1.99939
H -0.11968 4.50117 -0.83523
H 0.34542 5.53813 0.48802
H -2.48451 5.28706 -0.66741
H -1.41532 6.67462 -0.78053
H -2.09137 6.20857 0.78155
H -3.33106 3.49602 -1.76296
H -3.64982 3.50347 -4.21019
H -2.12417 2.27778 -5.68937
H -0.20803 1.01389 -4.77652
Te -2.41554 -0.46666 2.86125
C -1.81640 -0.08820 4.84494
C -2.44242 0.80744 5.66692
C -1.92972 0.81667 6.99140
C -0.91826 -0.07444 7.16820
S -0.60126 -0.93522 5.71597
H -3.25674 1.43577 5.33231
H -2.30246 1.45817 7.77802
H -0.35410 -0.27607 8.06501
*
```

Properties
* E_LUMO (spin up / spin down): -0.24 / 0.32 eV
* maximum force: 1.17 eV/A
* gap between HOMO and LUMO (spin up / spin down): 6.2 / 6.8 eV
* relative energy (zero: lowest compared OMol25 entry of this formula, charge and spin): 13.5 kcal/mol